No. 1
{"formula": "C2H2OS", "method": "ωB97M-V/def2-TZVPD", "species": ["C", "C", "O", "S", "H", "H"], "coordinates": [[0.154, -0.447, -0.689], [-0.248, 0.345, 0.575], [1.225, -0.332, -1.190], [0.928, 0.616, 1.659], [-1.311, 0.758, 0.814], [-0.747, -0.941, -1.169]], "forces_ev_per_a": [[-2.492, 1.263, 0.036], [0.141, 0.499, 1.157], [0.364, -0.485, -0.104], [-0.720, -0.015, -0.298], [1.740, -1.068, -0.972], [0.966, -0.193, 0.181]], "de_lowest_ev": 0.489, "gap_ev": 7.875, "smiles": "O=CC=S"}

***

No. 2
{"formula": "C5H8N2", "method": "ωB97M-V/def2-TZVPD", "species": ["C", "C", "C", "N", "C", "C", "N", "H", "H", "H", "H", "H", "H", "H", "H"], "coordinates": [[-0.603, -0.536, -1.469], [-0.416, -0.666, 0.041], [1.036, -0.735, 0.545], [0.726, 0.165, 1.655], [-0.458, 0.702, 1.002], [-0.321, 1.773, 0.019], [-0.312, 2.276, -1.026], [0.293, -0.807, -2.044], [-1.472, -1.064, -1.875], [-0.712, 0.543, -1.674], [-1.082, -1.395, 0.508], [1.709, -0.294, -0.208], [1.435, -1.704, 0.861], [1.454, 0.800, 1.959], [-1.275, 0.941, 1.706]], "forces_ev_per_a": [[-0.134, 0.441, 0.021], [-0.174, 0.529, 0.360], [0.227, -0.228, -0.049], [0.277, 0.127, 0.147], [-0.304, -0.576, -0.409], [0.159, 0.518, -0.923], [0.215, 0.605, 1.321], [-0.192, -0.276, 0.354], [0.178, 0.001, 0.229], [-0.263, -0.817, -0.409], [0.241, 0.020, -0.062], [-0.112, -0.103, 0.147], [-0.097, 0.052, -0.110], [-0.150, 0.104, -0.086], [0.129, -0.397, -0.532]], "de_lowest_ev": 1.991, "gap_ev": 10.678, "smiles": "C[C@H]1CN[C@H]1C#N"}

***

No. 3
{"formula": "CHCoF3MgNO3S2", "method": "ωB97M-V/def2-TZVPD", "species": ["Co", "N", "S", "O", "S", "O", "C", "F", "F", "F", "Mg", "O", "H"], "coordinates": [[2.877, -2.038, -1.460], [3.153, 0.669, -0.291], [1.743, 0.565, -1.077], [1.420, -0.931, -1.305], [3.832, -0.707, 0.520], [4.881, -2.007, 0.942], [0.624, 1.109, 0.316], [1.107, 2.211, 0.870], [0.576, 0.171, 1.251], [-0.590, 1.380, -0.122], [-1.322, -3.246, -1.914], [-1.591, -1.768, -0.789], [-2.060, -0.962, -1.008]], "forces_ev_per_a": [[1.551, -0.438, 0.962], [1.353, -0.912, 0.825], [0.503, 0.078, -0.737], [-1.079, 0.533, -0.157], [0.959, -2.647, 0.827], [-2.668, 3.819, -2.124], [-0.843, 0.813, 2.265], [0.367, -0.313, -0.692], [0.099, -0.299, -0.505], [0.265, -0.537, -0.606], [-0.957, 1.587, 1.193], [0.679, -1.805, -1.104], [-0.229, 0.119, -0.147]], "de_lowest_ev": 2.319, "spin_multiplicity": 5, "gap_ev": [6.357, 5.916], "charge": 2}

***

No. 4
{"formula": "C2H7NOSi", "method": "ωB97M-V/def2-TZVPD", "species": ["C", "C", "N", "O", "Si", "H", "H", "H", "H", "H", "H", "H"], "coordinates": [[2.174, 0.274, 0.540], [-0.929, 1.458, 0.038], [2.690, -0.230, -0.365], [-0.596, 0.202, -0.464], [-0.823, -1.287, 0.128], [-1.347, 2.057, -0.775], [-0.020, 1.942, 0.410], [-1.658, 1.398, 0.847], [3.130, -0.676, -1.140], [-2.208, -1.729, -0.076], [0.110, -2.035, -0.703], [-0.522, -1.373, 1.559]], "forces_ev_per_a": [[-0.165, 0.280, 0.493], [0.069, 0.478, 0.144], [0.340, -0.261, -0.418], [0.083, 0.146, -0.566], [0.012, 0.003, -0.072], [-0.019, 0.040, 0.108], [-0.184, 0.036, 0.024], [-0.079, 0.072, 0.085], [-0.031, -0.001, -0.029], [-0.239, -0.161, -0.015], [0.125, -0.555, -0.018], [0.088, -0.077, 0.265]], "de_lowest_ev": 2.179, "gap_ev": 11.236}

***

No. 5
{"formula": "C6H13Cl3FINO7PSi2", "method": "ωB97M-V/def2-TZVPD", "species": ["O", "C", "F", "N", "C", "O", "Si", "Cl", "O", "Si", "O", "C", "C", "C", "I", "P", "O", "O", "O", "H", "H", "H", "H", "H", "H", "H", "H", "H", "H", "H", "C", "Cl", "Cl", "H", "H"], "coordinates": [[5.007, -1.443, -1.262], [4.834, -0.897, -0.277], [4.653, 0.465, -0.317], [4.759, -1.465, 1.019], [3.383, -1.634, 1.489], [3.264, -1.914, 2.620], [1.858, -1.406, 0.328], [1.628, -3.146, -0.778], [0.459, -1.124, 1.193], [-0.564, 0.054, 0.510], [-0.349, 0.161, -1.159], [-0.290, 1.737, 1.315], [1.149, 2.301, 1.143], [1.462, 2.941, -0.228], [-0.029, 4.310, -0.954], [-2.685, -0.625, 0.741], [-3.548, 0.503, 0.378], [-2.875, -1.825, -0.348], [-3.008, -1.232, 2.204], [5.234, -0.817, 1.651], [2.172, -0.251, -0.522], [-0.170, 1.101, -1.325], [-0.423, 1.555, 2.401], [-1.097, 2.426, 1.027], [1.907, 1.532, 1.373], [1.275, 3.089, 1.905], [1.639, 2.161, -0.982], [2.397, 3.511, -0.157], [-3.037, -1.398, -1.210], [-2.206, -1.483, 2.689], [-5.456, -1.403, -2.795], [-5.890, -2.770, -3.827], [-3.944, -0.645, -3.323], [-6.249, -0.665, -2.839], [-5.334, -1.757, -1.776]], "forces_ev_per_a": [[0.457, -2.130, -3.347], [-0.280, 1.553, 2.408], [0.156, -0.072, 0.760], [-0.746, 1.587, -0.734], [1.053, 0.041, -1.790], [-0.818, -0.477, 2.705], [-0.606, -0.814, -0.218], [0.173, 0.746, 0.453], [0.698, 0.795, -1.248], [0.090, 0.050, 0.022], [-0.003, 0.231, 1.324], [0.411, -0.880, 0.453], [-0.687, 0.960, 0.086], [0.665, -0.639, 0.341], [0.262, -0.290, 0.073], [-0.455, -0.430, -0.499], [-0.207, 0.471, 0.146], [0.225, 0.280, 0.983], [0.494, -0.081, -0.746], [-0.070, -0.465, 0.316], [-0.012, -0.124, -0.067], [-0.129, -0.251, -0.479], [-0.078, 0.039, -0.393], [0.368, -0.074, -0.045], [-0.201, 0.205, -0.220], [0.035, -0.286, -0.234], [-0.253, 0.375, 0.003], [-0.382, -0.078, -0.074], [0.044, -0.104, 0.023], [-0.203, -0.126, -0.096], [-0.167, -0.020, 0.098], [-0.036, 0.010, 0.044], [0.055, 0.020, 0.113], [0.077, 0.003, -0.096], [0.071, -0.023, -0.065]], "gap_ev": 9.970}

***

No. 6
{"formula": "C3H7O3", "method": "ωB97M-V/def2-TZVPD", "species": ["C", "C", "O", "O", "H", "H", "H", "C", "O", "H", "H", "H", "H"], "coordinates": [[0.570, -1.696, -1.859], [-0.554, -1.191, -0.953], [-0.314, -1.085, 0.268], [-1.632, -0.895, -1.461], [1.372, -2.113, -1.157], [0.992, -0.861, -2.398], [0.201, -2.469, -2.568], [0.050, 2.034, 1.847], [-1.032, 1.210, 1.448], [-0.682, 0.358, 0.979], [0.742, 2.195, 0.948], [-0.355, 3.011, 2.222], [0.641, 1.502, 2.684]], "forces_ev_per_a": [[0.917, -1.347, 1.163], [-0.552, 0.168, -0.245], [1.198, 0.106, 1.408], [-0.868, 0.096, -1.237], [-0.908, 0.367, -1.216], [0.093, 0.237, -0.304], [0.291, 0.540, 0.423], [0.465, -1.061, -0.272], [0.702, -0.282, -0.205], [-0.651, 0.835, 0.556], [-0.600, 0.123, 1.284], [0.447, -0.795, -0.329], [-0.535, 1.013, -1.027]], "de_lowest_ev": 0.933, "gap_ev": 8.361, "charge": -1}